ORCA calculation (ωB97M-V with the def2-TZVPD basis set) on a 2-piece molecular cluster, C4H12 overall at a distorted geometry.

Each line ends with the Mulliken charge.
Cartesian coordinates (Å):
1 C -2.104 1.621 1.124  -0.995
2 C -1.237 1.021 0.020  -0.605
3 H -3.080 1.121 1.201  0.284
4 H -1.465 1.592 2.010  0.291
5 H -2.408 2.657 0.925  0.292
6 H -0.325 1.612 -0.085  0.242
7 H -1.734 0.865 -0.918  0.381
8 H -0.918 0.050 0.455  0.110
9 C 1.123 -1.858 -0.519  -0.746
10 C 2.182 -0.781 -0.712  -0.792
11 H 1.081 -2.301 0.487  0.271
12 H 0.096 -1.500 -0.637  0.167
13 H 1.341 -2.710 -1.141  0.294
14 H 3.084 -1.060 -1.272  0.335
15 H 1.768 0.105 -1.189  0.230
16 H 2.595 -0.433 0.251  0.241

Results
DFT total energy   -159.57112 hartree
Structure (SMILES)   CC.CC
ΔE to the lowest compared entry with this formula, charge and spin   0.377 eV
LUMO level   1.161 eV
Total charge   0
Frontier orbital gap   12.648 eV